DFT (ωB97M-V/def2-TZVPD) results for a single C4H11NO molecule in a non-equilibrium geometry.

The value obtained for the HOMO energy is -8.5 eV. The calculation puts the orbital gap at 9.48 eV. Its LUMO energy is 0.0368 Ha. Its net charge is 0. As for the SMILES: CN[C@@H](C)CO. The calculation puts the energy above the lowest of the compared OMol25 structures with the same formula, charge and spin at 122.10 kJ/mol.

XYZ file:
```
17
Properties=species:S:1:pos:R:3:mulliken_charge:R:1
C 2.20 -0.14 0.30 -0.909
N 0.97 -0.13 1.10 -0.353
C -0.35 1.61 -0.18 -1.262
C -0.29 0.22 0.46 0.301
C -0.61 -0.83 -0.60 -0.691
O -1.95 -0.77 -0.99 -0.516
H 3.00 0.25 0.92 0.364
H 2.38 -1.14 -0.08 0.248
H 2.18 0.59 -0.51 0.265
H 1.14 0.26 2.00 0.264
H -1.32 1.70 -0.69 0.367
H -0.31 2.40 0.57 0.330
H 0.46 1.73 -0.90 0.282
H -1.08 0.15 1.21 0.361
H -0.35 -1.82 -0.21 0.388
H -0.04 -0.61 -1.51 0.232
H -2.49 -1.37 -0.48 0.328
```